A molecular structure, C48H41BNO6P2TeTi in a non-equilibrium geometry, computed with the ωB97M-V functional and the def2-TZVPD basis.

Structure (XYZ):
```
101
Properties=species:S:1:pos:R:3:mulliken_charge:R:1
Ti 1.90 -0.57 -1.66 -0.53
Te 1.73 3.34 1.53 0.41
C 0.02 3.94 2.60 0.25
C -1.24 3.98 2.02 0.25
C -2.32 4.39 2.78 -0.46
N -2.23 4.77 4.06 -0.64
C -1.02 4.72 4.61 -0.36
C 0.12 4.32 3.93 -0.48
C 0.88 1.91 0.30 -1.12
P 1.15 0.18 0.73 1.42
C -0.43 -0.60 1.22 0.27
C -0.59 -1.98 1.19 -0.68
C -1.79 -2.55 1.60 -0.86
C -2.82 -1.75 2.06 -0.48
C -2.67 -0.37 2.10 -0.76
C -1.47 0.20 1.68 0.20
C 2.03 -0.03 2.31 0.63
C 3.24 -0.70 2.34 -0.32
C 3.91 -0.90 3.54 -0.39
C 3.37 -0.42 4.72 -0.72
C 2.15 0.26 4.70 -0.77
C 1.49 0.45 3.51 -0.51
P 1.48 1.96 -1.40 1.18
C 0.16 2.43 -2.57 0.11
C -0.97 3.12 -2.14 -0.06
C -2.00 3.42 -3.02 -0.51
C -1.91 3.03 -4.35 -0.63
C -0.78 2.35 -4.79 -0.73
C 0.24 2.05 -3.91 -0.57
C 2.68 3.29 -1.69 0.16
C 2.30 4.60 -1.94 -0.24
C 3.26 5.59 -2.09 -0.78
C 4.61 5.27 -2.00 -0.49
C 5.00 3.96 -1.77 -0.82
C 4.04 2.97 -1.62 -0.22
H -1.39 3.68 0.99 -0.01
H -3.31 4.43 2.34 0.38
H -0.95 5.02 5.65 0.36
H 1.07 4.30 4.45 0.36
H 0.21 -2.61 0.83 0.37
H -1.91 -3.63 1.56 0.43
H -3.76 -2.20 2.38 0.43
H -3.48 0.26 2.44 0.47
H -1.35 1.28 1.68 0.26
H 3.66 -1.06 1.42 0.05
H 4.86 -1.43 3.55 0.48
H 3.89 -0.57 5.66 0.38
H 1.73 0.64 5.62 0.43
H 0.54 0.98 3.51 0.41
H -1.04 3.41 -1.10 0.23
H -2.88 3.94 -2.67 0.45
H -2.72 3.24 -5.04 0.38
H -0.70 2.04 -5.83 0.44
H 1.12 1.51 -4.27 0.35
H 1.25 4.86 -2.01 0.40
H 2.96 6.61 -2.28 0.41
H 5.36 6.04 -2.11 0.38
H 6.05 3.70 -1.71 0.44
H 4.34 1.95 -1.43 0.33
O 3.93 -0.49 -0.99 -0.29
C 3.83 -1.67 -1.42 1.24
O 3.14 -1.82 -2.51 -0.73
C 4.29 -2.84 -0.65 0.11
C 3.68 -4.07 -0.86 -0.72
C 4.02 -5.18 -0.08 -1.15
C 4.97 -4.98 0.89 1.06
O 5.45 -5.89 1.77 -0.49
C 6.45 -5.21 2.55 -0.28
O 6.49 -3.85 2.11 -0.51
C 5.59 -3.76 1.08 0.92
C 5.28 -2.66 0.33 -0.99
H 2.93 -4.16 -1.63 0.54
H 3.55 -6.14 -0.22 0.44
H 7.42 -5.68 2.38 0.25
H 6.16 -5.24 3.60 0.29
H 5.76 -1.70 0.48 0.50
C -6.54 -2.35 -0.07 -1.60
C -6.04 -2.41 -1.52 1.98
C -6.04 -3.87 -1.97 -2.16
C -7.01 -1.64 -2.43 -1.68
C -4.64 -1.79 -1.59 0.78
C -4.49 -0.43 -1.27 -0.54
C -3.25 0.21 -1.27 -1.46
C -2.16 -0.57 -1.61 0.08
O -0.82 -0.23 -1.65 1.16
B -0.15 -1.40 -2.06 -0.08
O -1.06 -2.44 -2.23 -0.57
C -2.30 -1.89 -1.94 0.62
C -3.52 -2.54 -1.94 -1.16
H -7.55 -2.77 0.00 0.46
H -6.58 -1.33 0.30 0.32
H -5.88 -2.92 0.59 0.31
H -7.05 -4.27 -1.92 0.43
H -5.41 -4.50 -1.32 0.39
H -5.68 -3.99 -2.99 0.41
H -8.01 -2.06 -2.35 0.46
H -6.69 -1.70 -3.47 0.40
H -7.07 -0.59 -2.15 0.30
H -5.36 0.15 -1.00 0.41
H -3.14 1.25 -1.00 0.64
H -3.58 -3.58 -2.20 0.57
```

Results
multiplicity = 2
calculated total energy = -4185.0152 hartree
relative energy (zero: lowest compared OMol25 entry of this formula, charge and spin) = 5.8 kcal per mole
gap between HOMO and LUMO (alpha / beta) = 6.776 / 6.618 eV